No. 1
Density functional theory data (the ωB97M-V functional and the def2-TZVPD basis) for a cluster of 2 separate species, C7H14NS in total.

Properties
Charge: +1
Kohn-Sham gap in eV: 7.575
Energy relative to the best compared isomer or geometry (same formula, charge and spin) in kJ/mol: 248.4

Atoms and positions in Å:
C  1.025  -2.729  1.681
C  0.452  -1.735  1.274
C  -2.168  1.256  -0.504
C  -0.412  -1.265  -2.141
C  -0.640  1.298  -0.500
C  0.709  -0.592  -1.294
C  -0.220  -0.513  0.941
N  -0.016  0.028  -0.229
S  2.589  1.731  2.754
H  1.769  -3.501  1.818
H  -2.492  2.214  -0.893
H  -2.502  0.604  -1.373
H  -2.685  1.104  0.409
H  0.041  -2.183  -2.596
H  -1.183  -1.606  -1.354
H  -0.954  -0.471  -2.810
H  -0.247  2.143  0.091
H  -0.344  1.590  -1.542
H  1.308  0.022  -1.867
H  1.145  -1.411  -0.826
H  -0.801  0.095  1.674
H  2.137  2.701  3.690
H  3.489  1.221  3.597

***

No. 2
Density functional theory data (the ωB97M-V functional and the def2-TZVPD basis) for an isolated molecule of C4H7N.

Properties
Kohn-Sham gap in eV: 9.945
Energy relative to the best compared isomer or geometry (same formula, charge and spin) in kJ/mol: 158.5
SMILES string: CCC=C=N

Atoms and positions in Å:
C  1.511  -0.231  0.511
C  0.032  -0.096  0.879
C  -0.754  0.701  -0.129
C  -1.641  0.168  -0.914
N  -2.327  -0.373  -1.788
H  2.062  -0.769  1.291
H  1.634  -0.776  -0.431
H  1.975  0.754  0.389
H  -0.416  -1.090  0.992
H  -0.058  0.401  1.850
H  -0.531  1.752  -0.279
H  -1.487  -0.443  -2.371

***

No. 3
Density functional theory data (the ωB97M-V functional and the def2-TZVPD basis) for an isolated molecule of C7H10.

Properties
Kohn-Sham gap in eV: 10.053
Energy relative to the best compared isomer or geometry (same formula, charge and spin) in kJ/mol: 127.7
SMILES string: C[C@@H]1[C@@H]2C=CC[C@H]12

Atoms and positions in Å:
C  -1.847  0.542  -0.080
C  -1.052  -0.757  -0.141
C  0.183  -1.055  0.718
C  0.859  0.091  1.380
C  1.474  0.862  0.487
C  1.191  0.419  -0.935
C  0.320  -0.822  -0.763
H  -2.312  0.764  -1.053
H  -2.657  0.486  0.656
H  -1.221  1.401  0.181
H  -1.689  -1.612  -0.379
H  0.541  -2.002  1.114
H  0.864  0.217  2.460
H  2.052  1.745  0.733
H  0.683  1.225  -1.476
H  2.102  0.179  -1.499
H  0.508  -1.682  -1.401

***

No. 4
Density functional theory data (the ωB97M-V functional and the def2-TZVPD basis) for a cluster of 2 separate species, C4H10ClO2 in total.

Properties
⟨S²⟩: 0.7523
2S+1: 2
Kohn-Sham gap (spin up / spin down) in eV: 10.718 / 5.511
Energy relative to the best compared isomer or geometry (same formula, charge and spin) in kJ/mol: 8.2

Atoms and positions in Å:
Cl  -5.562  -0.531  -0.268
C  2.831  -0.061  1.338
O  1.441  0.096  1.050
C  1.268  -0.179  -0.281
C  -0.239  -0.275  -0.645
O  -0.980  0.827  -0.181
C  -2.381  0.645  -0.437
H  2.971  -0.047  2.419
H  3.344  0.710  0.764
H  3.252  -0.994  0.964
H  1.690  -1.054  -0.775
H  1.703  0.612  -0.892
H  -0.571  -1.119  -0.039
H  -0.551  -0.529  -1.658
H  -2.745  0.127  0.451
H  -2.713  0.108  -1.325
H  -2.757  1.666  -0.486

***

No. 5
Density functional theory data (the ωB97M-V functional and the def2-TZVPD basis) for a cluster of 2 separate species, CH6S2 in total.

Properties
⟨S²⟩: 0.7547
Charge: +1
2S+1: 2
Kohn-Sham gap (spin up / spin down) in eV: 9.937 / 6.862
Energy relative to the best compared isomer or geometry (same formula, charge and spin) in kJ/mol: 25.5

Atoms and positions in Å:
C  -2.354  -1.103  2.017
H  -1.480  -0.729  2.603
H  -2.832  -0.223  1.596
H  -1.792  -1.648  1.308
H  -2.890  -1.628  2.779
S  0.267  1.001  0.025
S  1.097  -0.371  -1.241
H  1.453  1.674  0.444
H  -0.163  -0.906  -1.371

***

No. 6
Density functional theory data (the ωB97M-V functional and the def2-TZVPD basis) for a structure of composition C40H45AsCl5N2PPtSSeSi.

Properties
⟨S²⟩: 2.0101
2S+1: 3
Kohn-Sham gap (spin up / spin down) in eV: 7.811 / 5.963
Energy relative to the best compared isomer or geometry (same formula, charge and spin) in kJ/mol: 83.6

Atoms and positions in Å:
Pt  -0.432  -0.961  0.870
C  -2.486  1.216  2.630
C  -3.545  0.168  2.906
As  -4.252  0.131  4.774
C  -2.502  0.059  5.663
C  -1.703  1.174  5.888
C  -0.461  1.042  6.483
C  -0.002  -0.208  6.865
C  -0.791  -1.326  6.651
C  -2.031  -1.190  6.053
C  -4.649  2.029  5.098
C  -5.062  2.933  4.128
C  -5.373  4.242  4.459
C  -5.309  4.660  5.778
C  -4.944  3.758  6.763
C  -4.619  2.459  6.424
P  -1.709  0.983  0.967
C  -3.070  1.323  -0.210
C  -2.994  0.746  -1.476
C  -3.981  0.984  -2.417
C  -5.068  1.782  -2.097
C  -5.166  2.338  -0.832
C  -4.173  2.113  0.103
C  -0.737  2.528  0.919
C  0.640  2.411  1.059
C  1.434  3.542  1.131
C  0.853  4.797  1.075
C  -0.521  4.920  0.933
C  -1.316  3.791  0.849
H  -1.660  1.110  3.345
H  -2.869  2.238  2.728
H  -3.109  -0.821  2.741
H  -4.388  0.263  2.214
H  -2.059  2.161  5.611
H  0.150  1.919  6.649
H  0.966  -0.308  7.336
H  -0.442  -2.301  6.957
H  -2.651  -2.065  5.886
H  -5.160  2.611  3.098
H  -5.670  4.939  3.688
H  -5.557  5.679  6.038
H  -4.912  4.069  7.799
H  -4.330  1.753  7.196
H  -2.160  0.093  -1.713
H  -3.912  0.542  -3.401
H  -5.848  1.959  -2.823
H  -6.023  2.941  -0.572
H  -4.266  2.556  1.083
H  1.078  1.420  1.107
H  2.504  3.446  1.232
H  1.467  5.684  1.148
H  -0.976  5.900  0.894
H  -2.384  3.901  0.722
C  0.523  -2.141  -4.923
C  -0.348  -1.590  -3.801
N  -0.179  -0.164  -3.643
C  0.646  0.403  -2.735
S  1.282  -0.425  -1.439
N  0.920  1.715  -2.915
C  1.965  2.407  -2.195
C  3.314  2.282  -2.898
H  0.350  -3.208  -5.031
H  1.576  -1.983  -4.695
H  0.295  -1.657  -5.873
H  -0.074  -2.057  -2.855
H  -1.401  -1.801  -4.005
H  -0.417  0.388  -4.457
H  0.637  2.133  -3.790
H  2.021  1.960  -1.204
H  1.675  3.455  -2.093
H  3.608  1.238  -2.957
H  4.072  2.827  -2.346
H  3.265  2.685  -3.907
Cl  2.908  -0.463  1.464
C  2.137  -1.594  2.507
C  0.768  -1.819  2.356
C  0.208  -2.753  3.229
Cl  -1.472  -3.079  3.092
C  0.947  -3.427  4.194
Cl  0.211  -4.596  5.219
C  2.307  -3.160  4.320
Cl  3.239  -3.952  5.526
C  2.908  -2.246  3.461
Cl  4.596  -1.946  3.588
C  -4.101  -4.282  0.946
Si  -3.174  -3.904  -0.674
C  -4.314  -2.794  -1.740
C  -2.644  -5.467  -1.639
Se  -1.136  -2.861  -0.508
H  -4.996  -4.855  0.725
H  -4.403  -3.365  1.445
H  -3.498  -4.851  1.644
H  -5.261  -3.283  -1.943
H  -3.850  -2.554  -2.691
H  -4.525  -1.857  -1.232
H  -3.478  -6.095  -1.932
H  -1.963  -6.066  -1.042
H  -2.105  -5.174  -2.535

***

No. 7
Density functional theory data (the ωB97M-V functional and the def2-TZVPD basis) for an isolated molecule of C3H9NO.

Properties
Kohn-Sham gap in eV: 9.905
Energy relative to the best compared isomer or geometry (same formula, charge and spin) in kJ/mol: 262.0
SMILES string: CNCOC

Atoms and positions in Å:
C  0.695  -0.732  1.786
N  -0.334  -1.260  0.867
C  -0.389  -0.590  -0.391
O  -0.480  0.791  -0.249
C  -0.384  1.680  -1.321
H  0.152  -0.137  2.440
H  1.323  -1.610  2.186
H  1.421  0.032  1.137
H  0.014  -2.139  0.425
H  0.535  -0.887  -1.115
H  -1.255  -0.973  -1.064
H  -0.686  2.668  -0.869
H  -1.190  1.425  -2.029
H  0.580  1.731  -1.802

***

No. 8
Density functional theory data (the ωB97M-V functional and the def2-TZVPD basis) for a structure of composition C5H9INP.

Properties
Kohn-Sham gap in eV: 8.613
Energy relative to the best compared isomer or geometry (same formula, charge and spin) in kJ/mol: 0.0

Atoms and positions in Å:
C  -0.356  2.659  1.000
C  -0.057  1.607  0.506
C  0.222  0.323  -1.652
C  1.436  -0.192  0.464
C  0.216  0.315  -0.133
N  -1.007  -0.655  0.422
P  -0.443  -2.290  0.574
I  -2.805  -0.138  -0.272
H  -0.742  3.587  1.406
H  0.597  -0.624  -1.949
H  -0.706  0.646  -2.074
H  1.020  1.089  -1.899
H  2.004  -0.976  0.082
H  2.097  0.757  0.514
H  1.240  -0.485  1.570
H  -1.256  -2.569  1.697
H  -1.462  -3.052  -0.256

***

No. 9
Density functional theory data (the ωB97M-V functional and the def2-TZVPD basis) for a structure of composition C31H33IrN7O4S3Se.

Properties
⟨S²⟩: 8.8023
2S+1: 6
Kohn-Sham gap (spin up / spin down) in eV: 4.732 / 4.528
Energy relative to the best compared isomer or geometry (same formula, charge and spin) in kJ/mol: 56.6

Atoms and positions in Å:
Ir  -0.685  -0.106  1.329
C  -3.450  1.781  4.268
N  -3.339  0.337  4.478
C  -3.216  -0.320  5.727
C  -2.783  -1.592  5.515
N  -2.716  -1.804  4.141
C  -2.932  -0.575  3.549
S  -3.081  -0.412  1.908
C  -2.772  -3.106  3.496
C  -1.826  -4.085  3.740
C  -2.084  -5.359  3.225
C  -3.221  -5.481  2.388
C  -4.100  -4.453  2.177
N  -3.915  -3.245  2.784
H  -2.541  2.295  4.559
H  -4.229  2.266  4.923
H  -3.676  2.043  3.226
H  -3.650  0.131  6.646
H  -2.781  -2.398  6.297
H  -0.977  -3.845  4.367
H  -1.573  -6.261  3.486
H  -3.333  -6.381  1.769
H  -5.072  -4.539  1.606
S  -0.776  -2.303  0.801
C  0.618  -2.854  -0.038
C  0.466  -2.628  -1.386
N  0.288  -2.469  -2.540
C  1.724  -3.767  0.419
S  2.010  -4.579  1.818
C  2.885  -3.707  -0.422
N  3.741  -3.585  -1.187
C  -0.750  2.801  -5.150
C  -1.866  2.768  -4.111
C  -2.012  4.170  -3.473
C  -3.129  2.402  -4.869
C  -1.521  1.843  -2.960
C  -2.552  1.242  -2.230
C  -2.314  0.392  -1.134
N  -1.114  0.381  -0.600
C  -0.029  0.768  -1.424
C  -0.238  1.689  -2.472
C  1.242  0.505  -0.800
C  2.477  0.713  -1.439
C  3.725  0.661  -0.820
C  3.665  0.319  0.546
C  2.420  0.160  1.220
N  1.261  0.218  0.510
C  5.054  0.740  -1.603
C  6.134  -0.140  -1.002
C  5.577  2.175  -1.460
C  4.899  0.268  -3.050
H  -0.994  3.551  -5.852
H  -0.744  1.943  -5.882
H  0.267  2.963  -4.687
H  -2.646  4.710  -4.084
H  -1.125  4.743  -3.172
H  -2.548  3.956  -2.518
H  -3.250  3.085  -5.728
H  -4.066  2.443  -4.303
H  -3.113  1.400  -5.320
H  -3.591  1.340  -2.489
H  -3.031  -0.342  -0.789
H  0.586  2.208  -2.935
H  2.495  1.011  -2.516
H  4.606  0.071  1.073
H  2.272  -0.177  2.265
H  6.431  0.106  0.017
H  7.119  -0.179  -1.560
H  5.783  -1.196  -0.900
H  5.428  2.517  -0.416
H  5.099  2.849  -2.138
H  6.642  2.072  -1.622
H  4.219  -0.618  -3.068
H  5.879  -0.043  -3.404
H  4.466  1.068  -3.735
O  1.491  2.120  3.256
Se  0.063  1.533  3.541
O  -0.994  1.818  2.050
O  -0.044  -0.250  3.342
O  -0.631  2.223  4.827

***

No. 10
Density functional theory data (the ωB97M-V functional and the def2-TZVPD basis) for a cluster of 2 separate species, C5H11O2 in total.

Properties
Charge: -1
Kohn-Sham gap in eV: 7.748
Energy relative to the best compared isomer or geometry (same formula, charge and spin) in kJ/mol: 109.6

Atoms and positions in Å:
C  -0.093  1.961  -1.373
C  -0.652  1.759  0.013
C  0.620  0.662  -1.607
O  0.138  -0.305  -2.148
O  1.782  0.695  -1.057
H  -0.916  2.280  -2.084
H  0.641  2.743  -1.400
H  -1.032  2.730  0.411
H  0.132  1.603  0.688
H  -1.248  0.861  0.149
C  0.299  -2.017  0.385
C  -0.139  -1.778  1.811
H  1.338  -2.148  0.260
H  -0.103  -2.738  -0.284
H  -0.010  -1.071  -0.156
H  -1.161  -2.087  1.915
H  0.438  -2.437  2.499
H  -0.033  -0.713  1.978

***

No. 11
Density functional theory data (the ωB97M-V functional and the def2-TZVPD basis) for a cluster of 8 separate species, C11H9Cl28FN2O5S2 in total.

Properties
Kohn-Sham gap in eV: 10.298
SMILES string: CS(=O)(=O)N(CCC(N)=O)S(=O)(=O)F.ClC(Cl)(Cl)Cl.ClC(Cl)(Cl)Cl.ClC(Cl)(Cl)Cl.ClC(Cl)(Cl)Cl.ClC(Cl)(Cl)Cl.ClC(Cl)(Cl)Cl.ClC(Cl)(Cl)Cl

Atoms and positions in Å:
C  1.455  -0.255  1.372
S  0.582  -1.230  2.572
O  0.166  -2.438  1.925
O  -0.494  -0.473  3.149
N  1.639  -1.680  3.845
C  1.692  -0.754  5.012
C  1.794  0.755  4.707
C  2.912  1.412  5.512
N  4.107  1.803  4.814
O  2.793  1.620  6.687
S  3.102  -2.287  3.373
O  3.533  -3.222  4.352
O  3.059  -2.629  1.995
F  4.014  -1.022  3.515
H  0.814  0.610  1.201
H  2.397  0.143  1.735
H  1.572  -0.765  0.430
H  2.543  -1.064  5.613
H  0.815  -0.953  5.614
H  1.955  0.988  3.662
H  0.880  1.228  5.049
H  4.283  1.129  4.076
H  3.914  2.672  4.322
Cl  -2.900  -1.985  -1.151
C  -1.391  -2.838  -1.481
Cl  0.011  -1.776  -1.284
Cl  -1.216  -4.182  -0.355
Cl  -1.434  -3.433  -3.142
Cl  -5.111  1.095  -4.098
C  -6.029  0.056  -3.008
Cl  -5.908  -1.624  -3.531
Cl  -5.360  0.206  -1.375
Cl  -7.719  0.558  -3.002
Cl  -3.175  4.513  -4.404
C  -3.339  4.370  -2.650
Cl  -2.254  5.512  -1.858
Cl  -5.006  4.725  -2.186
Cl  -2.941  2.724  -2.161
Cl  -1.274  -0.935  -8.644
C  -1.182  -1.426  -6.951
Cl  0.503  -1.417  -6.422
Cl  -2.116  -0.305  -5.955
Cl  -1.845  -3.052  -6.769
Cl  2.742  4.778  -3.691
C  3.431  5.387  -2.182
Cl  2.546  6.822  -1.659
Cl  3.321  4.134  -0.942
Cl  5.126  5.802  -2.440
Cl  3.421  1.360  -2.649
C  4.300  0.213  -1.645
Cl  5.830  -0.187  -2.425
Cl  4.633  0.942  -0.060
Cl  3.365  -1.269  -1.426
Cl  -4.302  -4.629  2.052
C  -5.712  -4.472  1.004
Cl  -5.607  -2.954  0.110
Cl  -5.754  -5.819  -0.138
Cl  -7.182  -4.484  1.985

***

No. 12
Density functional theory data (the ωB97M-V functional and the def2-TZVPD basis) for an isolated molecule of C3H4N2O.

Properties
Kohn-Sham gap in eV: 9.388
Energy relative to the best compared isomer or geometry (same formula, charge and spin) in kJ/mol: 312.0
SMILES string: [H]/N=C/C=N/C=O

Atoms and positions in Å:
H  -2.460  1.093  -0.132
N  -1.494  0.879  0.133
C  -0.859  0.705  -0.953
C  0.454  0.188  -0.737
N  0.539  -0.252  0.424
C  1.246  -0.996  1.269
O  1.842  -0.679  2.278
H  -1.352  0.882  -1.956
H  1.252  0.144  -1.342
H  0.830  -1.964  1.017